No. 1
Density functional theory data (the ωB97M-V functional and the def2-TZVPD basis) for an isolated molecule of C8H16N2O3 in a non-equilibrium geometry.

```
29
Properties=species:S:1:pos:R:3:mulliken_charge:R:1
C -2.486 0.381 -0.468 0.459
C -1.746 0.188 0.827 0.118
C -3.061 -0.944 -0.811 -1.203
C 0.730 -0.006 -0.081 0.433
C 1.268 -1.446 -0.240 -0.132
C 1.842 1.012 0.309 0.637
C 1.303 2.400 0.068 -1.332
C 3.209 0.704 -0.250 -1.563
H -1.612 2.033 -1.288 0.208
H -1.908 0.898 -2.362 0.182
H -3.286 1.033 -0.156 0.229
H -2.211 -1.685 -0.855 0.279
H -3.487 -0.897 -1.798 0.366
H -3.857 -1.304 -0.067 0.304
H -0.161 0.071 1.897 0.224
H 0.334 0.353 -1.055 0.384
H 2.008 1.037 1.412 0.203
H 0.248 2.478 0.281 0.307
H 1.400 2.585 -1.019 0.326
H 1.903 3.220 0.559 0.350
H 3.948 1.423 0.191 0.408
H 3.609 -0.296 -0.075 0.363
H 3.254 0.869 -1.345 0.325
H 1.813 -2.860 0.947 0.375
N -1.606 1.039 -1.426 -0.530
N -0.383 0.194 0.915 -0.027
O -2.423 -0.020 1.824 -0.696
O 1.551 -1.982 -1.297 -0.550
O 1.568 -1.914 0.996 -0.445
```

Output
- Energy above the lowest of the compared OMol25 structures with the same formula, charge and spin: 29.0 kcal per mole
- Structure (SMILES): CC(C)[C@H](NC(=O)[C@H](C)N)C(=O)O
- E_HOMO: -9.37 eV
- Max |F|: 2.4 eV Å⁻¹


No. 2
Density functional theory data (the ωB97M-V functional and the def2-TZVPD basis) for the ion CClF2O2S with charge -1 in a non-equilibrium geometry.

```
7
Properties=species:S:1:pos:R:3:lowdin_spin:R:1
C 0.672 2.046 0.278 0.506
O 0.080 -2.834 0.419 0.277
O 0.523 -1.582 -1.650 0.251
F -0.457 2.218 -0.472 0.105
F 0.015 2.161 1.523 0.082
S -0.058 -1.590 -0.347 0.483
Cl 1.368 0.271 0.265 0.297
```

Output
- 2S+1: 3
- Energy above the lowest of the compared OMol25 structures with the same formula, charge and spin: 31.9 kcal per mole
- Net charge: -1
- E_HOMO (alpha / beta): -1.10 / -4.56 eV
- Max |F|: 4.3 eV Å⁻¹


No. 3
Density functional theory data (the ωB97M-V functional and the def2-TZVPD basis) for a structure of composition CH2N2O2S in a non-equilibrium geometry.

```
8
Properties=species:S:1:pos:R:3:mulliken_charge:R:1
C -0.801 0.636 0.014 -0.016
N 0.996 1.259 -0.630 -0.363
N -0.765 -0.606 -0.227 0.206
O 1.646 -0.197 1.321 -0.470
O 0.262 -1.286 -0.599 -0.539
S 1.859 0.105 -0.083 0.577
H -1.597 1.285 0.294 0.365
H -1.600 -1.196 -0.089 0.240
```

Output
- Energy above the lowest of the compared OMol25 structures with the same formula, charge and spin: 176.1 kcal per mole
- E_HOMO: -10.02 eV
- Max |F|: 5.2 eV Å⁻¹


No. 4
Density functional theory data (the ωB97M-V functional and the def2-TZVPD basis) for a structure of composition C4H14N3S in a non-equilibrium geometry.

```
22
Properties=species:S:1:pos:R:3:mulliken_charge:R:1
C 1.476 -1.838 0.995 -0.100
C 1.293 -1.382 -0.247 -0.325
N 0.104 -1.677 -1.039 -0.395
N 2.697 -1.744 1.654 -0.500
H 0.707 -2.332 1.576 0.291
H 2.077 -0.837 -0.751 0.277
H 0.377 -2.151 -1.903 0.345
H -0.523 -2.291 -0.529 0.309
H -0.444 -0.587 -1.330 0.396
H 3.397 -1.203 1.172 0.239
H 2.605 -1.441 2.611 0.250
C -1.736 1.150 -0.451 -0.772
C -0.788 1.993 0.363 -0.398
S -1.811 2.953 1.506 -0.216
N -1.103 0.572 -1.673 -0.544
H -2.187 0.337 0.121 0.302
H -2.607 1.735 -0.767 0.491
H -0.091 1.360 0.912 0.249
H -0.225 2.692 -0.257 0.361
H -0.925 3.061 2.513 0.155
H -1.799 0.357 -2.385 0.304
H -0.495 1.274 -2.089 0.283
```

Output
- Energy above the lowest of the compared OMol25 structures with the same formula, charge and spin: 40.7 kcal per mole
- Net charge: +1
- E_HOMO: -12.27 eV
- Max |F|: 1.2 eV Å⁻¹


No. 5
Density functional theory data (the ωB97M-V functional and the def2-TZVPD basis) for an isolated molecule of C5H13NS in a non-equilibrium geometry.

```
20
Properties=species:S:1:pos:R:3:mulliken_charge:R:1
C -0.659 1.296 -0.079 -0.496
C 0.168 1.668 -1.311 -0.651
S -0.898 2.828 -2.353 -0.235
C 0.176 0.782 1.072 -0.705
N 0.844 -0.478 0.603 -0.452
C -0.148 -1.509 0.136 -0.155
C 0.348 -2.885 0.533 -1.372
H -1.350 0.528 -0.400 0.285
H -1.322 2.080 0.278 0.493
H 1.184 2.113 -1.115 0.322
H 0.418 0.858 -1.987 0.281
H -0.587 3.956 -1.725 0.114
H 0.811 1.611 1.398 0.398
H -0.466 0.485 1.969 0.330
H 1.217 -0.974 1.413 0.263
H -1.129 -1.189 0.542 0.337
H -0.159 -1.465 -0.975 0.172
H -0.262 -3.729 0.235 0.376
H 1.371 -3.062 0.139 0.330
H 0.443 -2.914 1.628 0.364
```

Output
- Energy above the lowest of the compared OMol25 structures with the same formula, charge and spin: 21.0 kcal per mole
- Structure (SMILES): CCNCCCS
- E_HOMO: -8.88 eV
- Max |F|: 2.0 eV Å⁻¹


No. 6
Density functional theory data (the ωB97M-V functional and the def2-TZVPD basis) for a cluster of 2 separate species, CH3O3 in total in a non-equilibrium geometry.

```
7
Properties=species:S:1:pos:R:3:mulliken_charge:R:1
O -2.392 0.093 0.675 -0.693
H -2.290 -0.018 1.648 0.297
H -1.477 0.020 0.320 0.381
O 0.758 -0.939 -0.634 -0.604
O 2.753 -0.135 -0.826 -0.659
C 1.536 -0.016 -0.694 0.087
H 1.111 0.996 -0.489 0.191
```

Output
- Energy above the lowest of the compared OMol25 structures with the same formula, charge and spin: 13.3 kcal per mole
- Net charge: -1
- E_HOMO: -3.94 eV
- Max |F|: 4.0 eV Å⁻¹


No. 7
Density functional theory data (the ωB97M-V functional and the def2-TZVPD basis) for a cluster of 2 separate species, C3H3ClN2O in total in a non-equilibrium geometry.

```
10
Properties=species:S:1:pos:R:3:mulliken_charge:R:1
C 0.076 -1.164 -0.740 0.114
C -0.674 -0.328 1.626 0.505
C 0.305 0.032 -0.396 -0.123
N -0.406 -2.247 -1.028 -0.502
N -0.083 0.389 0.883 -0.238
O -1.124 -0.868 2.560 -0.429
Cl 0.981 3.028 -0.094 -0.282
H 0.005 3.453 -0.770 0.255
H 0.785 0.793 -1.038 0.421
H 0.134 -3.090 -1.004 0.279
```

Output
- Energy above the lowest of the compared OMol25 structures with the same formula, charge and spin: 45.2 kcal per mole
- E_HOMO: -8.64 eV
- Max |F|: 3.8 eV Å⁻¹


No. 8
Density functional theory data (the ωB97M-V functional and the def2-TZVPD basis) for an isolated molecule of C16H22N2O5.

```
45
Properties=species:S:1:pos:R:3:mulliken_charge:R:1
C -1.652 -1.463 8.118 -1.090
C -2.085 -2.144 6.827 -0.257
H -3.086 -1.810 6.536 0.319
H -2.070 -3.231 6.929 0.316
O -1.181 -1.862 5.756 -0.335
C -1.359 -0.719 5.104 0.545
O -2.186 0.110 5.368 -0.592
C -0.339 -0.577 3.971 -0.569
N -0.997 -0.053 2.799 0.031
C -2.130 -0.621 2.357 0.781
O -2.636 -1.604 2.857 -0.660
C -2.717 0.097 1.132 -1.074
N -1.868 -0.024 -0.034 -0.105
C -0.768 0.741 -0.215 0.583
O -0.423 1.578 0.611 -0.764
C -0.027 0.529 -1.481 0.547
C 0.729 1.588 -1.974 -0.962
C 1.448 1.478 -3.147 -0.083
C 1.443 0.277 -3.854 0.793
C 0.707 -0.800 -3.345 -0.794
C -0.018 -0.677 -2.182 -0.710
H -0.548 -1.542 -1.810 0.343
H 0.729 -1.730 -3.890 0.422
O 2.111 0.024 -5.001 -0.437
C 2.873 1.041 -5.643 0.505
C 1.962 1.997 -6.414 -1.292
H 1.422 1.447 -7.181 0.340
H 1.237 2.463 -5.751 0.388
H 2.556 2.774 -6.887 0.379
C 3.835 0.320 -6.581 -1.511
H 4.457 1.041 -7.104 0.418
H 3.273 -0.261 -7.308 0.339
H 4.472 -0.355 -6.016 0.368
H 3.454 1.596 -4.893 0.294
H 2.010 2.330 -3.494 0.361
H 0.738 2.513 -1.417 0.414
H -2.096 -0.735 -0.707 0.226
H -3.695 -0.330 0.909 0.382
H -2.823 1.159 1.376 0.304
H -0.639 0.770 2.321 0.231
H 0.098 -1.562 3.777 0.257
H 0.441 0.118 4.284 0.380
H -0.639 -1.759 8.379 0.288
H -2.324 -1.748 8.923 0.366
H -1.686 -0.383 7.996 0.315
```

Output
- Energy above the lowest of the compared OMol25 structures with the same formula, charge and spin: 11.0 kcal per mole
- Structure (SMILES): CCOC(=O)CNC(=O)CNC(=O)c1ccc(OC(C)C)cc1
- E_HOMO: -8.80 eV
- Max |F|: 0.7 eV Å⁻¹


No. 9
Density functional theory data (the ωB97M-V functional and the def2-TZVPD basis) for an isolated molecule of C4H6N4O2 in a non-equilibrium geometry.

```
16
Properties=species:S:1:pos:R:3:mulliken_charge:R:1
N 2.465 1.971 -0.303 -0.454
C 1.404 1.123 -0.245 0.471
N 1.281 -0.080 -0.681 -0.696
C -0.053 -0.425 -0.406 0.412
C -0.636 -1.722 -0.758 0.071
N -0.883 -2.574 0.270 -0.351
C -0.645 0.630 0.237 0.520
N -1.856 0.860 0.818 -0.514
O 0.275 1.622 0.329 -0.417
H 2.464 2.744 0.350 0.238
H 3.366 1.533 -0.437 0.278
H -2.620 0.282 0.490 0.246
H -2.110 1.837 0.907 0.261
O -0.757 -2.104 -1.925 -0.521
H -1.387 -2.276 1.095 0.228
H -0.307 -3.423 0.259 0.227
```

Output
- Energy above the lowest of the compared OMol25 structures with the same formula, charge and spin: 51.8 kcal per mole
- Structure (SMILES): NC(=O)c1nc(N)oc1N
- E_HOMO: -7.50 eV
- Max |F|: 2.9 eV Å⁻¹


No. 10
Density functional theory data (the ωB97M-V functional and the def2-TZVPD basis) for a cluster of 8 separate species, C28H78N6O8 in total in a non-equilibrium geometry.

```
120
Properties=species:S:1:pos:R:3:lowdin_spin:R:1
C 0.586 0.451 4.203 0.011
C 1.535 1.586 4.583 0.004
C 2.403 1.911 3.322 0.003
O 3.371 2.923 3.832 0.002
C 4.413 3.130 2.919 0.010
N 0.733 2.776 4.840 0.003
H 1.228 -0.377 3.901 0.002
H -0.130 0.751 3.438 0.009
H 0.022 0.117 5.074 0.002
H 2.086 1.369 5.498 0.000
H 1.851 2.358 2.495 0.000
H 3.072 1.107 3.016 0.002
H 5.318 2.718 3.364 0.001
H 4.611 4.145 2.574 0.003
H 4.255 2.555 2.007 0.001
H 1.060 3.317 5.628 0.002
H 0.688 3.317 3.988 0.002
C -1.558 -3.490 4.126 0.006
C -2.778 -2.535 4.133 0.026
C -4.140 -3.053 4.620 0.024
O -4.393 -4.056 3.675 0.010
C -5.823 -4.330 3.459 0.034
N -2.526 -1.289 4.748 0.014
H -0.661 -2.927 3.869 0.002
H -1.670 -4.320 3.427 0.001
H -1.379 -3.891 5.124 0.000
H -2.901 -2.419 3.056 0.020
H -4.965 -2.355 4.762 0.008
H -4.108 -3.429 5.643 0.001
H -6.260 -3.371 3.180 0.011
H -6.267 -4.629 4.408 0.003
H -6.128 -5.019 2.671 0.006
H -3.345 -0.698 4.741 0.024
H -1.904 -0.750 4.162 0.011
C -2.056 4.318 -0.422 0.041
C -1.719 4.444 1.099 0.010
C -2.808 4.158 2.189 0.043
O -2.508 4.103 3.641 0.020
C -2.264 5.305 4.389 0.019
N -0.577 3.646 1.449 0.009
H -2.937 4.850 -0.780 0.007
H -2.425 3.297 -0.525 0.018
H -1.209 4.399 -1.103 0.004
H -1.267 5.422 1.262 0.002
H -3.157 3.159 1.929 0.040
H -3.629 4.847 1.988 0.006
H -3.121 5.884 4.044 0.003
H -1.261 5.675 4.178 0.005
H -2.333 4.987 5.429 0.003
H -0.428 3.944 2.402 0.002
H -0.827 2.669 1.394 0.010
C 0.425 0.257 -2.419 0.018
C -0.206 0.623 -1.075 0.037
C 0.620 0.169 0.144 0.009
O 0.724 -1.258 0.256 0.003
C -0.473 -1.838 0.619 0.040
N -0.141 2.076 -1.217 0.003
H 1.412 0.689 -2.584 0.002
H -0.217 0.417 -3.286 0.009
H 0.494 -0.803 -2.174 0.001
H -1.229 0.260 -1.174 0.041
H 0.123 0.562 1.031 0.008
H 1.643 0.544 0.120 0.001
H -0.203 -2.860 0.885 0.001
H -1.223 -2.030 -0.148 0.023
H -1.110 -1.441 1.409 0.022
H -0.316 2.729 -0.467 0.000
H 0.807 2.373 -1.403 0.000
C 2.417 5.085 -0.610 0.012
C 3.161 4.037 -1.517 0.005
C 4.346 4.483 -2.326 0.015
O 4.766 3.344 -3.003 0.006
C 5.872 3.570 -3.874 0.022
N 3.444 2.880 -0.563 0.003
H 2.720 5.403 0.388 0.002
H 1.432 4.655 -0.432 0.001
H 2.169 5.960 -1.211 0.004
H 2.350 3.718 -2.171 0.003
H 5.119 4.969 -1.730 0.003
H 3.901 5.214 -3.001 0.004
H 6.791 3.689 -3.300 0.003
H 5.697 4.502 -4.411 0.003
H 6.009 2.721 -4.543 0.004
H 4.375 3.015 -0.194 0.002
H 3.438 2.013 -1.081 0.003
C 2.255 -4.192 -3.483 0.008
C 0.840 -4.073 -2.976 0.004
C -0.105 -5.241 -3.367 0.010
O -0.340 -5.350 -4.770 0.009
C -0.795 -6.648 -5.167 0.006
N 0.822 -4.067 -1.493 0.002
H 2.575 -5.230 -3.403 0.000
H 2.996 -3.525 -3.043 0.003
H 2.179 -4.131 -4.569 0.002
H 0.450 -3.092 -3.246 0.003
H -1.099 -5.070 -2.952 0.007
H 0.417 -6.131 -3.017 0.000
H -1.628 -7.003 -4.560 0.001
H 0.055 -7.331 -5.194 0.001
H -1.204 -6.507 -6.167 0.001
H 1.124 -3.235 -1.007 0.000
H -0.144 -4.201 -1.230 0.002
C 0.308 0.509 -6.749 0.017
C -0.147 1.982 -7.100 0.019
O -0.208 2.094 -8.413 0.003
H 0.629 0.363 -5.717 0.002
H 1.194 0.206 -7.308 0.003
H -0.467 -0.204 -7.032 0.003
H 0.473 2.798 -6.727 0.005
H -1.172 2.038 -6.734 0.005
H 0.681 1.899 -8.718 0.002
C -2.374 -5.031 0.586 0.023
C -2.234 -6.542 0.452 0.008
O -1.845 -6.995 -0.870 0.005
H -3.014 -4.522 -0.135 0.027
H -1.392 -4.578 0.444 0.001
H -2.814 -4.823 1.561 0.001
H -3.159 -7.091 0.629 0.002
H -1.414 -7.009 0.998 0.000
H -2.354 -6.492 -1.510 0.003
```

Output
- 2S+1: 2
- Energy above the lowest of the compared OMol25 structures with the same formula, charge and spin: 64.8 kcal per mole
- Net charge: -1
- E_HOMO (alpha / beta): 0.75 / -6.52 eV
- Max |F|: 4.6 eV Å⁻¹


No. 11
Density functional theory data (the ωB97M-V functional and the def2-TZVPD basis) for an isolated molecule of C5H11NO2S2 in a non-equilibrium geometry.

```
21
Properties=species:S:1:pos:R:3:mulliken_charge:R:1
C -0.853 1.496 -0.213 -0.810
C 1.589 0.534 0.549 -0.521
C -0.284 0.329 -1.010 0.442
C 0.187 0.571 -2.424 -1.839
C -0.818 -0.933 2.115 -0.943
N 0.715 -0.384 -0.232 -0.202
O 1.399 -2.257 1.187 -0.650
O -0.706 -2.612 0.074 -0.693
S 0.571 2.017 0.780 -0.147
S 0.188 -1.670 0.761 1.295
H -1.143 2.333 -0.737 0.502
H -1.755 1.145 0.371 0.330
H 1.854 -0.054 1.447 0.363
H 2.429 0.826 -0.063 0.352
H -1.170 -0.486 -1.128 0.234
H 1.068 1.022 -2.523 0.465
H -0.491 1.077 -3.040 0.462
H 0.313 -0.294 -3.087 0.390
H -0.315 -1.208 3.067 0.330
H -0.984 0.046 1.923 0.313
H -1.793 -1.497 2.181 0.328
```

Output
- Energy above the lowest of the compared OMol25 structures with the same formula, charge and spin: 32.6 kcal per mole
- Structure (SMILES): C[C@@H]1CSCN1S(C)(=O)=O
- E_HOMO: -9.23 eV
- Max |F|: 4.7 eV Å⁻¹


No. 12
Density functional theory data (the ωB97M-V functional and the def2-TZVPD basis) for an isolated molecule of BH3O3 in a non-equilibrium geometry.

```
7
Properties=species:S:1:pos:R:3:mulliken_charge:R:1
B 0.385 -0.364 0.192 0.629
O 0.816 -0.875 1.369 -0.457
O 0.823 -0.771 -1.005 -0.471
O -0.668 0.622 0.375 -0.608
H 0.114 -0.740 1.979 0.307
H 0.941 -0.092 -1.637 0.304
H -1.398 0.850 -0.173 0.296
```

Output
- Energy above the lowest of the compared OMol25 structures with the same formula, charge and spin: 11.2 kcal per mole
- Structure (SMILES): OB(O)O
- E_HOMO: -11.69 eV
- Max |F|: 3.3 eV Å⁻¹